The following is a quantum chemistry calculation of a single C7H12N2O2S molecule, from the Open Molecules 2025 dataset.

XYZ file:
```
24
Properties=species:S:1:pos:R:3:forces:R:3
C -0.47649 0.47209 1.15255 -4.091 1.019 1.626
C 0.57782 0.37517 0.33668 4.375 0.818 -4.257
C -1.53904 1.27481 0.54343 2.209 -3.360 4.594
C -0.48987 -0.07046 2.50604 -1.120 -0.036 0.846
C 1.19346 -2.48941 -1.07861 -2.454 -0.612 0.021
C -1.91462 2.37182 -1.60049 -1.631 0.453 -1.762
C 1.71441 -2.16737 0.30686 0.162 -0.458 0.482
N 0.15763 1.14097 -0.95743 1.261 -1.496 0.011
N -1.00519 1.76859 -0.59992 -1.091 1.481 -2.974
O -2.63362 1.42125 1.03246 -1.886 1.176 -0.492
O 2.85545 0.07411 -0.90192 0.340 0.030 -0.074
S 2.25241 -0.24158 0.40827 -3.237 -0.388 -0.155
H -0.22980 0.79963 3.17615 0.070 -1.133 -0.073
H 0.23138 -0.92527 2.55602 -0.628 0.791 0.528
H -1.54520 -0.38053 2.78640 1.286 0.183 -0.186
H 0.16983 -1.88323 -1.16850 2.568 -0.687 -0.677
H 2.00247 -2.45531 -1.82145 -0.746 0.903 -0.117
H 0.77544 -3.54779 -1.22440 0.787 1.087 0.865
H -1.92612 3.46583 -1.62658 0.518 0.019 0.748
H -1.66751 2.15788 -2.66391 0.505 -0.531 0.939
H -3.06938 2.16103 -1.56105 2.404 -0.381 0.934
H 2.68945 -2.60769 0.55503 -0.298 -0.202 -0.096
H 0.95018 -2.44864 1.08698 0.942 0.765 -0.538
H 0.92692 1.73408 -1.24261 -0.248 0.557 -0.193
```
Forces are in eV/Å.

Summary:
Highest occupied orbital energy (spin up / spin down) = -5.09 / -7.89 eV
Lowest unoccupied orbital energy (spin up / spin down) = 0.60 / -3.73 eV
Multiplicity = 3

The following is a quantum chemistry calculation of a single C7H12N2O3 molecule, from the Open Molecules 2025 dataset.

XYZ file:
```
24
Properties=species:S:1:pos:R:3:forces:R:3
N -2.38950 -2.29717 -1.10054 -1.524 -1.630 0.600
C -1.06539 -1.89746 -1.40789 1.638 0.612 4.191
C -0.87672 -0.42468 -0.83131 -0.583 0.336 -1.745
O -1.79136 0.33998 -1.16898 0.007 -0.205 0.380
N 0.20097 0.12599 -0.23142 -0.263 -5.773 -2.184
C 1.43167 -0.60423 0.26283 -0.587 -0.904 -0.980
C 1.23367 -0.36644 1.72826 2.905 0.631 3.196
C 0.55587 1.01774 1.80942 -1.910 0.810 1.836
C 0.09332 1.30630 0.41015 0.330 6.215 0.127
C 1.04680 2.18312 -0.49171 -1.787 0.446 2.009
O 2.13413 2.57635 -0.22134 0.896 0.004 -0.204
O 0.36967 2.57775 -1.56321 2.958 1.810 -1.161
H -2.89975 -1.52753 -1.46841 -1.421 0.320 0.220
H -2.77681 -2.66142 -0.17401 1.606 1.153 -1.745
H -0.29933 -2.59290 -0.98392 -0.535 0.424 -0.893
H -1.02799 -1.67285 -2.42855 0.539 -0.424 -1.742
H 2.31013 0.00435 -0.00984 -0.322 -0.500 -0.497
H 1.51492 -1.70973 -0.16723 -0.302 2.570 1.116
H 2.18258 -0.28825 2.37631 -0.679 -0.070 -1.526
H 0.79332 -1.16750 2.30216 -1.156 -0.139 -0.338
H 0.92982 1.91941 2.34949 1.170 -0.912 -0.810
H -0.35574 0.96252 2.43243 -0.073 -0.626 -0.409
H -0.86619 2.01277 0.29904 1.485 -2.630 0.542
H -0.44808 2.18388 -1.72172 -2.393 -1.516 0.018
```
Forces are in eV/Å.

Summary:
Highest occupied orbital energy = -9.04 eV
Lowest unoccupied orbital energy = 0.62 eV
SMILES string = NCC(=O)N1CCC[C@H]1C(=O)O

The following is a quantum chemistry calculation of a single C7H12N2OS2 molecule, from the Open Molecules 2025 dataset.

XYZ file:
```
24
Properties=species:S:1:pos:R:3:forces:R:3
C 0.06144 -1.95502 2.97589 2.339 0.686 -0.390
S 0.69364 -0.40270 2.11670 -0.066 0.135 0.696
C -0.62279 -0.20102 0.81668 -1.817 -2.861 2.427
C -0.52149 0.99080 -0.04716 0.273 1.012 -0.286
O -1.37834 1.81480 0.10764 0.125 1.003 -0.702
C 0.68287 1.10978 -0.96653 -1.164 -1.710 -1.130
C 0.24227 1.30742 -2.43769 2.512 -1.165 -1.648
C 1.44385 2.28565 -0.41231 -0.916 1.333 2.957
N -0.43996 -1.39186 0.02787 0.877 -0.517 -2.222
N -1.35018 -2.18484 -0.19870 1.762 -0.143 0.618
C -2.52602 -1.95117 0.50435 -4.396 0.202 1.060
S -2.42735 -0.31874 1.44882 1.075 -1.227 -0.770
H -0.48555 -1.74974 3.84357 -0.697 0.739 1.267
H 0.84526 -2.72279 3.23337 -0.644 0.993 -0.868
H -0.60666 -2.20322 2.22612 -1.243 -1.664 -1.041
H 1.13552 0.05886 -0.95404 0.284 1.804 0.444
H -0.43085 2.14243 -2.48159 -0.470 0.205 -0.483
H 1.21024 1.51990 -3.07730 -1.724 0.147 1.353
H -0.08014 0.35732 -2.99689 -0.271 1.346 1.305
H 0.99659 3.33423 -0.52792 0.097 -1.716 -0.494
H 2.43888 2.33344 -0.76320 1.188 -0.050 -0.187
H 1.39567 2.20109 0.75505 0.747 0.056 -1.909
H -3.35777 -1.90875 -0.28842 1.024 0.150 1.140
H -2.87831 -2.81476 1.19630 1.108 1.245 -1.135
```
Forces are in eV/Å.

Summary:
Highest occupied orbital energy = -8.98 eV
Lowest unoccupied orbital energy = 0.03 eV
SMILES string = CS[C@@]1(C(=O)C(C)C)N=NCS1

Respective energy relative to the best compared isomer or geometry (same formula, charge and spin) values: 164.4 222.5 337.3 kJ/mol.